Formula: C42H55GeN3Sn
Source: the OMol25 dataset
Level of theory: the ωB97M-V functional and the def2-TZVPD basis

Its LUMO energy is -6.0 eV. As for the net charge: +2. The calculated total energy comes out at -4088.412792 Eh. The relative energy (zero: lowest compared OMol25 entry of this formula, charge and spin) comes out at 1.41 kcal/mol. The molecular weight is 793.244 g mol⁻¹. The calculation puts the highest occupied orbital energy at -13.71 eV. The calculation puts the orbital gap at 7.70 eV.

XYZ file:
```
102
Properties=species:S:1:pos:R:3:forces:R:3
Sn -0.102385 0.154960 -0.975445 0.17 -0.49 -0.33
C 3.968420 1.375514 2.569285 0.03 0.00 0.00
C 2.489194 1.354408 2.179990 0.01 0.04 -0.08
C 1.603034 1.172456 3.414059 0.03 0.00 0.04
C 2.078522 2.609159 1.417366 -0.13 -0.07 0.12
C 2.180823 3.831525 2.069873 -0.01 0.05 0.01
C 1.735871 5.001079 1.478161 0.00 -0.03 0.01
C 1.165677 4.959981 0.219378 -0.02 0.03 -0.01
C 1.052110 3.766381 -0.486446 0.05 0.06 -0.16
C 0.432344 3.790310 -1.869681 -0.01 -0.09 0.03
C 1.057030 4.847985 -2.783808 0.05 0.00 0.03
C -1.079350 4.013761 -1.744525 -0.01 -0.01 -0.04
C 1.531044 2.606183 0.122416 -0.03 -0.21 0.17
N 1.538834 1.322417 -0.583076 0.17 0.37 0.16
C 2.741280 0.822877 -0.774616 0.09 0.00 -0.14
C 3.167065 -0.495003 -1.046752 -0.07 0.03 0.02
C 4.578329 -0.639578 -1.161525 -0.02 0.01 0.03
C 5.167762 -1.866422 -1.205726 0.06 -0.02 0.00
C 4.351528 -3.001318 -1.085776 0.01 0.02 0.04
C 2.985646 -2.905026 -0.967806 0.03 0.07 0.00
C 2.342718 -1.655279 -1.004493 -0.33 0.12 -0.25
N 0.956588 -1.587777 -1.065220 -0.09 -0.28 0.58
C 0.213386 -2.788860 -0.645309 0.19 0.10 -0.18
C -0.311653 -3.674393 -1.608721 0.09 -0.09 -0.08
C -1.016520 -4.783038 -1.137766 0.03 0.01 -0.03
C -1.140851 -5.058704 0.209272 0.00 -0.01 0.05
C -0.545605 -4.220963 1.131891 -0.09 -0.01 0.02
C 0.127813 -3.071111 0.734654 -0.07 0.11 0.01
C 0.755992 -2.218469 1.832369 0.00 -0.08 0.00
C -0.187828 -2.046422 3.027046 -0.02 0.07 -0.04
C 2.064309 -2.827589 2.357209 0.01 0.02 -0.08
C -0.053044 -3.696176 -3.120876 0.05 0.09 0.07
C 1.368636 -4.168340 -3.444968 -0.03 -0.05 -0.02
C -0.360910 -2.437727 -3.917926 -0.02 0.07 0.09
H 4.255054 0.427750 3.026724 -0.01 0.01 0.01
H 4.174443 2.167459 3.290641 0.00 0.00 -0.02
H 4.614967 1.543592 1.705616 -0.02 -0.01 0.00
H 2.327894 0.473244 1.556288 0.03 0.02 -0.01
H 1.708922 2.006605 4.108506 0.02 0.01 0.00
H 1.877154 0.258619 3.945224 -0.01 0.03 -0.01
H 0.549852 1.106887 3.129491 0.13 -0.03 -0.06
H 2.616415 3.867616 3.060631 -0.02 0.00 -0.01
H 1.830100 5.943986 2.000271 0.01 -0.01 -0.01
H 0.820792 5.877993 -0.239186 0.00 -0.01 0.01
H 0.629149 2.820337 -2.338150 -0.08 -0.01 -0.05
H 0.752688 5.854370 -2.494500 0.02 0.00 0.01
H 0.732210 4.692153 -3.812869 -0.02 0.01 0.02
H 2.146007 4.803145 -2.760576 -0.01 0.00 -0.01
H -1.275992 4.912450 -1.158275 0.00 0.02 -0.05
H -1.582923 3.186471 -1.236622 0.02 0.01 0.05
H -1.542761 4.148136 -2.724656 0.02 -0.04 0.01
H 3.540182 1.549053 -0.635746 0.02 -0.03 0.02
H 5.181236 0.260295 -1.193790 0.00 -0.02 -0.01
H 6.239402 -1.966161 -1.301774 -0.02 0.00 0.00
H 4.803928 -3.985014 -1.082485 0.00 0.00 -0.01
H 2.395286 -3.804452 -0.890217 -0.02 0.01 0.03
H -1.432316 -5.474860 -1.859748 -0.02 0.02 0.02
H -1.678012 -5.938831 0.537863 0.02 0.00 -0.01
H -0.608329 -4.464871 2.184152 -0.01 0.00 -0.03
H 0.989991 -1.228428 1.424670 -0.03 0.02 0.03
H -0.259479 -2.968565 3.603161 0.02 0.02 0.02
H -1.199411 -1.782234 2.721618 -0.07 0.04 -0.01
H 0.200799 -1.280252 3.699072 -0.06 -0.02 0.00
H 1.885579 -3.844875 2.710037 0.00 0.01 0.01
H 2.439202 -2.242782 3.199718 -0.01 0.00 0.00
H 2.843841 -2.866080 1.600448 0.02 -0.01 -0.03
H -0.730703 -4.465815 -3.493235 -0.01 -0.01 -0.01
H 2.096207 -3.375037 -3.273987 0.00 -0.01 -0.03
H 1.433052 -4.452638 -4.495970 -0.02 0.02 0.00
H 1.652869 -5.036255 -2.848057 -0.01 0.00 -0.02
H 0.368704 -1.654598 -3.704318 -0.02 0.09 0.00
H -1.370381 -2.077520 -3.716188 -0.04 0.03 0.00
H -0.293907 -2.651903 -4.985172 -0.01 -0.01 0.02
N -1.228713 0.385037 0.831644 0.18 0.03 0.26
C -1.877736 0.632193 1.751026 -0.14 -0.07 0.07
C -2.718633 0.901444 2.861536 0.08 0.02 -0.07
C -2.152343 1.247730 4.094780 -0.02 0.01 -0.01
C -2.991821 1.495986 5.161541 -0.02 0.00 0.02
C -4.370126 1.397810 5.000010 0.00 0.01 0.01
C -4.926423 1.057792 3.771707 0.00 0.00 0.00
C -4.106092 0.807773 2.689987 0.00 -0.03 -0.02
H -1.080160 1.322333 4.204693 -0.05 0.00 0.03
H -2.575088 1.766988 6.121648 -0.01 -0.01 -0.01
H -5.019924 1.589494 5.843817 0.01 0.01 -0.01
H -5.999545 0.988421 3.660910 0.01 0.00 0.00
H -4.521365 0.542023 1.727656 0.01 -0.01 0.00
C -4.133706 0.805075 -3.987448 -0.15 -0.09 0.00
Ge -3.436354 0.404161 -2.221919 0.10 0.04 -0.25
C -3.807441 -1.417964 -1.652997 0.04 -0.01 0.10
C -4.077312 1.741538 -0.953999 0.05 0.01 0.04
C -1.457945 0.603494 -2.488260 0.11 0.07 0.23
H -5.218823 0.687563 -3.983232 0.03 0.02 -0.03
H -3.724431 0.131602 -4.740061 0.01 0.02 0.00
H -3.907050 1.833622 -4.267974 0.03 -0.02 0.00
H -4.873997 -1.522570 -1.450022 0.01 -0.01 0.01
H -3.262443 -1.690178 -0.745255 0.00 -0.03 -0.01
H -3.545747 -2.129573 -2.435724 0.02 -0.01 0.00
H -5.083542 1.470078 -0.629816 0.02 0.02 0.00
H -4.136932 2.714473 -1.441773 0.00 -0.01 0.01
H -3.443570 1.846149 -0.073822 -0.03 0.03 0.00
H -1.221766 1.625578 -2.779245 -0.05 0.04 -0.05
H -1.088491 -0.063863 -3.260523 -0.20 -0.01 -0.29
```
Positions in Å, forces in eV/Å.